1.
{
  "formula": "C44H47N6O5PRbS2",
  "method": "ωB97M-V with the def2-TZVPD basis set",
  "elements": ["Rb", "O", "C", "N", "C", "C", "C", "C", "C", "C", "N", "C", "C", "C", "C", "C", "N", "H", "H", "H", "H", "H", "H", "H", "H", "H", "H", "C", "C", "N", "C", "C", "S", "C", "C", "N", "H", "H", "H", "H", "H", "H", "H", "H", "H", "H", "H", "H", "H", "H", "O", "N", "C", "C", "C", "C", "C", "C", "C", "P", "C", "C", "C", "C", "C", "C", "C", "C", "C", "C", "C", "C", "H", "H", "H", "H", "H", "H", "H", "H", "H", "H", "H", "H", "H", "H", "H", "H", "C", "C", "C", "C", "C", "C", "C", "S", "O", "O", "O", "H", "H", "H", "H", "H", "H", "H"],
  "coordinates": [[-1.375, 0.259, 0.996], [-4.108, 1.542, 4.692], [-3.330, 0.798, 4.052], [-3.553, 0.135, 2.933], [-4.866, 0.458, 2.422], [-5.128, 0.113, 0.976], [-6.332, 0.570, 0.422], [-6.604, 0.345, -0.907], [-5.663, -0.333, -1.674], [-4.510, -0.752, -1.048], [-4.239, -0.557, 0.248], [-1.929, 0.661, 4.656], [-1.755, 1.071, 5.980], [-0.500, 0.989, 6.549], [0.561, 0.529, 5.778], [0.303, 0.175, 4.466], [-0.909, 0.232, 3.914], [-5.659, -0.001, 3.036], [-5.063, 1.535, 2.516], [-7.022, 1.121, 1.049], [-7.521, 0.710, -1.352], [-5.807, -0.506, -2.731], [-3.745, -1.262, -1.625], [-2.619, 1.448, 6.507], [-0.341, 1.290, 7.578], [1.564, 0.458, 6.178], [1.104, -0.171, 3.818], [-2.634, -3.839, 1.709], [-2.651, -3.497, 0.212], [-1.559, -2.638, -0.206], [-0.281, -3.255, -0.469], [0.486, -3.759, 0.756], [0.766, -2.568, 2.105], [-0.086, -3.367, 3.498], [-1.557, -2.953, 3.727], [-2.274, -2.715, 2.517], [-1.910, -4.636, 1.899], [-3.617, -4.277, 1.956], [-3.574, -2.958, 0.010], [-2.684, -4.440, -0.363], [-1.839, -2.069, -0.993], [0.338, -2.517, -0.985], [-0.363, -4.126, -1.148], [1.465, -4.095, 0.406], [-0.007, -4.627, 1.189], [0.498, -3.125, 4.388], [0.011, -4.444, 3.349], [-1.578, -2.032, 4.303], [-2.008, -3.737, 4.364], [-2.901, -1.915, 2.538], [0.299, 2.732, 1.461], [1.335, 2.227, 0.719], [2.394, 2.163, 1.418], [3.683, 1.663, 0.917], [4.812, 2.308, 1.433], [6.089, 1.944, 1.054], [6.258, 0.897, 0.159], [5.148, 0.234, -0.335], [3.845, 0.598, 0.019], [2.387, -0.344, -0.614], [2.262, 0.259, -2.344], [0.990, 0.567, -2.810], [0.800, 1.009, -4.116], [1.884, 1.145, -4.963], [3.164, 0.838, -4.508], [3.351, 0.397, -3.209], [3.161, -1.993, -0.854], [2.985, -2.735, -2.019], [3.435, -4.048, -2.099], [4.072, -4.635, -1.017], [4.249, -3.905, 0.153], [3.789, -2.601, 0.235], [-0.450, 2.901, 0.837], [2.368, 2.545, 2.440], [4.669, 3.114, 2.143], [6.947, 2.465, 1.461], [7.250, 0.585, -0.143], [5.299, -0.611, -0.992], [0.126, 0.491, -2.160], [-0.198, 1.269, -4.444], [1.741, 1.500, -5.977], [4.016, 0.945, -5.169], [4.351, 0.160, -2.869], [2.490, -2.287, -2.873], [3.286, -4.609, -3.013], [4.423, -5.658, -1.079], [4.731, -4.358, 1.010], [3.905, -2.052, 1.162], [1.285, 5.289, -5.517], [0.383, 4.649, -4.496], [-0.949, 4.371, -4.783], [-1.775, 3.775, -3.838], [-1.268, 3.441, -2.593], [0.057, 3.721, -2.287], [0.869, 4.323, -3.232], [-2.288, 2.536, -1.442], [-1.865, 2.995, -0.110], [-3.656, 2.851, -1.772], [-1.914, 1.136, -1.668], [0.814, 5.312, -6.500], [2.226, 4.742, -5.603], [1.529, 6.317, -5.238], [-1.347, 4.624, -5.760], [-2.814, 3.561, -4.056], [0.461, 3.446, -1.322], [1.909, 4.521, -2.992]],
  "total_charge": -1,
  "lumo_energy_ev": 2.0581
}

---

2.
{
  "formula": "C44H48B2BiBrN18O2S",
  "method": "ωB97M-V with the def2-TZVPD basis set",
  "elements": ["Bi", "C", "C", "C", "C", "N", "N", "B", "N", "C", "C", "C", "C", "N", "N", "C", "C", "C", "C", "N", "N", "C", "C", "C", "C", "N", "H", "H", "H", "H", "H", "H", "H", "H", "H", "H", "H", "H", "H", "H", "H", "H", "H", "H", "H", "H", "C", "O", "C", "C", "C", "C", "C", "C", "N", "N", "C", "C", "C", "C", "O", "C", "N", "C", "C", "C", "C", "H", "H", "H", "H", "H", "H", "H", "H", "H", "H", "H", "H", "B", "N", "C", "C", "C", "N", "N", "C", "C", "C", "N", "H", "H", "H", "H", "H", "H", "H", "H", "N", "C", "N", "S", "H", "H", "H", "H", "Br", "C", "C", "C", "N", "C", "C", "H", "H", "H", "H"],
  "coordinates": [[-1.663, -0.134, 0.246], [2.841, 0.343, 0.600], [2.385, -0.710, -0.353], [3.146, -1.365, -1.341], [2.287, -2.288, -1.889], [1.095, -2.171, -1.268], [1.152, -1.192, -0.330], [-0.177, -3.048, -1.253], [-0.567, -3.287, 0.243], [-0.283, -4.417, 0.912], [-0.744, -4.292, 2.201], [-1.330, -3.025, 2.261], [-2.069, -2.456, 3.425], [-1.210, -2.422, 1.072], [-1.266, -2.272, -2.092], [-1.764, -2.642, -3.285], [-2.270, -1.537, -3.928], [-2.047, -0.466, -3.065], [-2.301, 0.976, -3.360], [-1.454, -0.923, -1.948], [0.030, -4.442, -1.827], [1.143, -5.202, -1.995], [0.745, -6.477, -2.294], [-0.667, -6.429, -2.269], [-1.643, -7.538, -2.501], [-1.084, -5.210, -1.975], [3.552, -0.090, 1.307], [3.342, 1.151, 0.066], [1.997, 0.733, 1.167], [4.180, -1.195, -1.597], [2.448, -2.991, -2.689], [0.225, -5.241, 0.436], [-0.685, -5.027, 2.988], [-2.123, -3.205, 4.212], [-1.561, -1.584, 3.826], [-3.086, -2.180, 3.141], [-1.711, -3.666, -3.607], [-2.737, -1.500, -4.899], [-1.845, 1.224, -4.321], [-3.370, 1.180, -3.437], [-1.878, 1.620, -2.598], [2.134, -4.805, -1.857], [1.371, -7.328, -2.507], [-1.137, -8.428, -2.870], [-2.158, -7.792, -1.573], [-2.403, -7.238, -3.222], [8.576, 1.978, -1.403], [7.537, 2.129, -0.439], [6.628, 3.096, -0.633], [6.587, 3.931, -1.749], [5.603, 4.897, -1.849], [4.621, 5.019, -0.869], [4.687, 4.195, 0.270], [5.681, 3.257, 0.388], [3.675, 6.036, -1.044], [2.570, 6.075, -0.470], [1.713, 5.111, -0.081], [0.937, 5.372, 1.083], [0.211, 4.395, 1.680], [0.122, 3.066, 1.122], [-0.404, 2.129, 1.719], [0.680, 2.883, -0.244], [0.354, 1.749, -0.881], [0.858, 1.525, -2.082], [1.666, 2.452, -2.743], [1.959, 3.641, -2.121], [1.484, 3.874, -0.822], [9.189, 1.152, -1.058], [9.186, 2.881, -1.463], [8.172, 1.741, -2.388], [7.325, 3.845, -2.534], [5.570, 5.558, -2.707], [3.980, 4.326, 1.079], [5.759, 2.630, 1.266], [1.026, 6.352, 1.535], [-0.308, 4.576, 2.612], [0.588, 0.581, -2.545], [2.029, 2.242, -3.741], [2.526, 4.405, -2.635], [-5.335, 0.505, -1.150], [-4.928, -0.847, -0.490], [-5.826, -1.839, -0.486], [-5.182, -3.032, -0.231], [-3.851, -2.679, -0.078], [-3.692, -1.347, -0.225], [-4.462, 1.712, -0.719], [-4.904, 2.963, -0.896], [-3.843, 3.837, -0.754], [-2.762, 3.010, -0.484], [-3.138, 1.724, -0.462], [-5.238, 0.371, -2.353], [-6.464, 0.740, -0.804], [-6.863, -1.627, -0.695], [-5.607, -4.021, -0.172], [-3.025, -3.342, 0.097], [-5.943, 3.155, -1.114], [-3.852, 4.910, -0.847], [-1.746, 3.297, -0.310], [3.442, -1.140, 4.518], [2.418, -0.269, 4.446], [2.673, 0.993, 4.850], [0.921, -0.715, 3.853], [4.283, -0.933, 5.029], [3.252, -2.097, 4.280], [3.538, 1.270, 5.280], [1.921, 1.654, 4.784], [-5.180, 0.463, 6.617], [-4.407, 0.519, 4.900], [-5.171, 0.227, 3.783], [-4.547, 0.231, 2.549], [-3.243, 0.485, 2.388], [-2.529, 0.796, 3.478], [-3.069, 0.832, 4.752], [-6.222, -0.011, 3.870], [-5.119, 0.018, 1.656], [-1.479, 1.015, 3.327], [-2.447, 1.066, 5.606]],
  "spin_multiplicity": 2,
  "total_charge": 1,
  "lumo_energy_ev": [-3.1952, -4.1802]
}

---

3.
{
  "formula": "C44H48BCl5N6O7P2S2Ti",
  "method": "ωB97M-V with the def2-TZVPD basis set",
  "elements": ["Ti", "O", "S", "O", "O", "C", "C", "C", "C", "C", "C", "S", "O", "O", "O", "H", "H", "H", "H", "C", "P", "C", "N", "C", "C", "C", "C", "C", "C", "N", "C", "P", "C", "C", "C", "C", "C", "C", "C", "C", "C", "H", "H", "H", "H", "H", "H", "H", "H", "H", "H", "H", "H", "H", "H", "H", "H", "H", "H", "H", "H", "H", "H", "H", "H", "H", "H", "H", "H", "Cl", "C", "C", "C", "Cl", "C", "Cl", "C", "Cl", "C", "Cl", "B", "C", "N", "H", "H", "H", "C", "C", "C", "C", "C", "N", "C", "O", "N", "C", "C", "C", "C", "N", "C", "C", "C", "H", "H", "H", "H", "H", "H", "H", "H", "H", "H", "H", "H", "H"],
  "coordinates": [[0.077, -3.407, 2.465], [2.503, -0.353, 1.366], [1.060, -0.188, 1.401], [0.423, 0.542, 0.278], [0.407, -1.612, 1.552], [0.623, 0.714, 2.957], [0.769, 2.074, 2.809], [0.522, 2.884, 3.859], [0.021, 2.388, 5.090], [-0.122, 1.006, 5.266], [0.129, 0.167, 4.161], [-0.143, -1.638, 4.416], [-0.524, -1.675, 5.856], [1.058, -2.377, 3.974], [-1.219, -2.232, 3.542], [1.078, 2.412, 1.831], [0.691, 3.894, 3.867], [-0.361, 3.073, 5.854], [-0.466, 0.598, 6.193], [-1.703, 2.260, -1.312], [-2.701, 0.892, -1.929], [-3.666, 1.439, -3.439], [-4.815, 0.906, -3.590], [-5.637, 1.338, -4.563], [-6.996, 0.887, -4.674], [-7.908, 1.487, -5.521], [-7.342, 2.262, -6.570], [-6.038, 2.712, -6.536], [-5.143, 2.280, -5.506], [-3.822, 2.619, -5.636], [-3.156, 2.315, -4.499], [-1.628, 3.242, -4.680], [-0.900, 2.837, -6.309], [-1.990, 5.081, -4.682], [-0.700, 5.880, -4.441], [-2.722, 5.527, -5.998], [-2.979, 5.345, -3.544], [-3.983, 0.665, -0.630], [-4.734, 1.997, -0.595], [-3.282, 0.374, 0.764], [-5.008, -0.451, -0.830], [-2.208, 2.986, -0.698], [-1.388, 2.890, -2.246], [-0.739, 1.656, -0.853], [-7.277, 0.133, -3.906], [-8.941, 1.241, -5.372], [-7.893, 2.316, -7.490], [-5.660, 3.511, -7.167], [-1.633, 2.744, -7.065], [-0.300, 1.934, -6.124], [-0.147, 3.603, -6.584], [0.084, 5.674, -5.319], [-0.294, 5.543, -3.510], [-0.835, 6.981, -4.352], [-1.930, 5.465, -6.762], [-2.984, 6.557, -5.867], [-3.594, 4.827, -6.238], [-2.560, 5.059, -2.561], [-3.953, 4.883, -3.623], [-3.068, 6.472, -3.467], [-4.082, 2.764, -0.123], [-5.551, 1.866, 0.065], [-5.177, 2.319, -1.541], [-2.370, 1.035, 0.945], [-3.195, -0.680, 1.094], [-4.074, 0.665, 1.563], [-5.880, -0.251, -1.440], [-5.195, -0.810, 0.170], [-4.601, -1.324, -1.305], [-2.835, -4.454, 3.347], [-1.508, -5.628, 3.308], [-0.141, -5.209, 3.384], [0.838, -6.142, 3.833], [2.435, -5.601, 4.308], [0.476, -7.536, 3.899], [1.741, -8.636, 4.289], [-0.842, -7.950, 3.567], [-1.281, -9.554, 3.750], [-1.800, -6.996, 3.321], [-3.316, -7.542, 2.696], [-1.174, -5.472, -1.644], [-0.997, -4.694, -0.318], [-0.719, -4.309, 0.748], [-1.933, -6.434, -1.328], [-0.072, -5.810, -2.101], [-1.957, -4.828, -2.304], [8.964, 3.264, 3.066], [8.444, 1.847, 3.382], [9.389, 0.773, 3.589], [8.964, -0.493, 3.848], [7.562, -0.823, 3.777], [7.072, -2.099, 4.062], [6.030, -2.781, 3.514], [5.503, -3.746, 4.037], [5.567, -2.165, 2.331], [4.542, -2.816, 1.589], [4.605, -3.086, 0.222], [3.581, -3.888, -0.350], [2.399, -4.042, 0.366], [2.235, -3.655, 1.639], [3.327, -3.110, 2.279], [6.673, 0.257, 3.542], [7.101, 1.524, 3.266], [9.547, 3.716, 3.850], [8.003, 3.803, 2.906], [9.574, 3.155, 2.105], [10.449, 1.090, 3.535], [9.621, -1.383, 3.768], [7.450, -2.600, 4.885], [6.245, -1.665, 1.856], [5.568, -2.857, -0.276], [3.607, -4.438, -1.290], [1.560, -4.522, -0.078], [3.303, -2.996, 3.369], [5.577, 0.026, 3.425], [6.393, 2.278, 2.790]],
  "lumo_energy_ev": -2.4230
}

---

4.
{
  "formula": "C44H49N9O4",
  "method": "ωB97M-V with the def2-TZVPD basis set",
  "elements": ["C", "C", "O", "O", "C", "O", "O", "C", "N", "H", "H", "H", "H", "H", "H", "H", "H", "H", "C", "C", "C", "N", "C", "C", "H", "H", "H", "H", "H", "C", "C", "C", "N", "C", "C", "H", "H", "H", "H", "H", "C", "C", "C", "N", "C", "C", "H", "H", "H", "H", "H", "C", "C", "C", "N", "C", "C", "H", "H", "H", "H", "H", "C", "C", "C", "N", "C", "C", "H", "H", "H", "H", "H", "C", "C", "C", "N", "C", "C", "H", "H", "H", "H", "H", "C", "C", "C", "N", "C", "C", "H", "H", "H", "H", "H", "C", "C", "C", "N", "C", "C", "H", "H", "H", "H", "H"],
  "coordinates": [[2.353, -3.570, 2.625], [0.800, -3.283, 3.023], [0.152, -2.841, 1.782], [-0.366, -1.589, 1.969], [-1.770, -1.811, 2.273], [-2.209, -1.132, 3.240], [-2.586, -2.677, 1.505], [-2.753, -3.975, 2.140], [-3.684, -3.980, 3.307], [2.698, -2.605, 2.092], [2.358, -4.462, 1.910], [2.978, -3.771, 3.569], [0.340, -4.265, 3.382], [0.726, -2.529, 3.873], [-1.772, -4.455, 2.497], [-3.173, -4.705, 1.349], [-3.116, -3.864, 4.171], [-4.233, -3.098, 3.260], [-1.271, 1.912, -0.159], [-1.657, 2.919, -1.032], [-2.980, 3.329, -1.016], [-3.915, 2.807, -0.205], [-3.514, 1.833, 0.629], [-2.216, 1.355, 0.691], [-0.244, 1.564, -0.141], [-0.946, 3.374, -1.709], [-3.329, 4.116, -1.677], [-4.290, 1.426, 1.271], [-1.949, 0.569, 1.384], [-0.566, 3.223, -6.175], [0.333, 4.229, -6.501], [1.334, 4.532, -5.593], [1.484, 3.912, -4.411], [0.600, 2.945, -4.120], [-0.433, 2.565, -4.961], [-1.363, 2.955, -6.860], [0.258, 4.764, -7.440], [2.063, 5.308, -5.804], [0.743, 2.462, -3.158], [-1.116, 1.775, -4.674], [0.133, 6.459, -1.348], [1.279, 5.896, -1.894], [2.504, 6.251, -1.352], [2.649, 7.110, -0.331], [1.526, 7.641, 0.177], [0.255, 7.349, -0.290], [-0.845, 6.206, -1.743], [1.222, 5.198, -2.721], [3.427, 5.836, -1.742], [1.673, 8.334, 1.000], [-0.618, 7.806, 0.160], [-6.754, 3.173, 1.050], [-6.854, 4.357, 1.767], [-8.095, 4.719, 2.266], [-9.211, 3.992, 2.093], [-9.088, 2.853, 1.394], [-7.892, 2.402, 0.858], [-5.797, 2.855, 0.643], [-5.987, 4.984, 1.935], [-8.223, 5.634, 2.836], [-10.006, 2.287, 1.268], [-7.852, 1.472, 0.304], [-6.685, -7.890, 1.371], [-6.002, -9.097, 1.379], [-4.791, -9.162, 2.051], [-4.237, -8.121, 2.693], [-4.917, -6.963, 2.669], [-6.136, -6.798, 2.029], [-7.636, -7.800, 0.858], [-6.400, -9.969, 0.876], [-4.222, -10.085, 2.088], [-4.446, -6.138, 3.193], [-6.641, -5.841, 2.043], [2.917, -1.824, -4.640], [2.532, -0.819, -5.516], [1.209, -0.408, -5.500], [0.274, -0.929, -4.689], [0.672, -1.901, -3.853], [1.971, -2.379, -3.789], [3.944, -2.172, -4.622], [3.243, -0.364, -6.194], [0.859, 0.376, -6.163], [-0.103, -2.305, -3.211], [2.237, -3.165, -3.093], [7.990, -5.580, 3.770], [7.595, -4.573, 2.902], [6.267, -4.179, 2.916], [5.336, -4.718, 3.720], [5.745, -5.691, 4.549], [7.049, -6.153, 4.614], [9.022, -5.916, 3.790], [8.303, -4.105, 2.229], [5.911, -3.394, 2.258], [4.972, -6.110, 5.186], [7.323, -6.941, 5.305], [6.684, 5.015, -0.741], [5.639, 4.258, -0.230], [5.916, 2.976, 0.216], [7.137, 2.419, 0.179], [8.129, 3.172, -0.322], [7.956, 4.465, -0.789], [6.507, 6.024, -1.098], [4.633, 4.656, -0.178], [5.133, 2.347, 0.626], [9.105, 2.696, -0.342], [8.795, 5.027, -1.181]],
  "smiles": "CCOOC(=O)OCN.c1ccncc1.c1ccncc1.c1ccncc1.c1ccncc1.c1ccncc1.c1ccncc1.c1ccncc1.c1ccncc1",
  "lumo_energy_ev": 0.3665
}